Record 1
{"formula": "C4H4N2O2", "method": "ωB97M-V with the def2-TZVPD basis set", "elements": ["C", "C", "C", "C", "H", "H", "H", "H", "N", "N", "O", "O"], "xyz": [[-0.224797, 0.574436, -1.020639], [0.267702, -0.733930, 0.553943], [-0.079060, 0.786062, 1.879512], [-0.157704, 0.571084, 0.341703], [-0.720847, 1.010713, -2.817804], [-1.238146, 2.123186, -1.613157], [-1.031342, 0.768497, 2.444386], [0.673493, 1.397421, 2.400504], [-0.446836, 1.466077, -1.961479], [0.479432, -1.604959, -0.331516], [0.137041, -0.719119, -1.370976], [0.269437, -0.720075, 2.009717]], "forces_ev_per_angstrom": [[1.467, -3.043, 3.612], [-0.247, -0.199, 6.608], [-1.018, -2.080, 0.579], [0.554, 0.108, 0.637], [-0.023, 0.165, -0.448], [1.967, -1.307, -1.138], [0.317, 0.845, -0.639], [-0.151, -0.149, -0.769], [-2.787, 2.704, -0.901], [-0.276, 0.791, -0.575], [-0.478, 0.900, -4.376], [0.674, 1.266, -2.589]], "fmax_ha_per_bohr": 0.129, "multiplicity": 1, "e_tot_ev": -11283.2448, "e_above_lowest_kcal_mol": 122.1}

---

Record 2
{"formula": "C21H26F17N4O4P2", "method": "ωB97M-V with the def2-TZVPD basis set", "elements": ["C", "C", "C", "C", "C", "P", "O", "C", "C", "F", "C", "C", "C", "N", "N", "N", "N", "P", "C", "O", "H", "H", "H", "H", "H", "H", "H", "H", "H", "H", "H", "H", "H", "H", "H", "H", "H", "H", "C", "C", "C", "F", "F", "F", "F", "O", "C", "C", "F", "F", "F", "F", "H", "H", "H", "H", "C", "C", "C", "F", "F", "F", "F", "O", "C", "C", "F", "F", "F", "F", "H", "H", "H", "H"], "xyz": [[-4.400662, 4.945889, 3.033763], [-3.771169, 3.935022, 2.910366], [-2.723833, 2.906234, 2.807548], [-2.576333, 2.369322, 1.386376], [-3.518657, 1.449417, 0.969865], [-4.940693, 0.885994, 1.988221], [-4.606477, -0.379027, 2.673238], [-3.444046, 0.869734, -0.289746], [-2.393084, 1.247705, -1.086438], [-2.272242, 0.669581, -2.293123], [-1.472057, 2.191936, -0.676754], [-0.365166, 2.506865, -1.651918], [1.011639, 1.794311, -1.245831], [1.002762, 1.333867, 0.128548], [2.112284, 2.679676, -1.611424], [1.191376, 0.589865, -2.067765], [-1.564356, 2.756123, 0.548528], [-0.449987, 4.002284, 1.252529], [-1.548357, 5.493049, 1.270712], [0.712832, 4.413079, 0.184152], [-4.961291, 5.814761, 3.292920], [-3.083215, 2.070773, 3.418985], [-1.790691, 3.218598, 3.274761], [-5.992858, 0.650971, 1.071215], [-5.363837, 1.903840, 2.862834], [-4.175471, 0.131491, -0.597466], [-0.619302, 2.079259, -2.615444], [-0.228804, 3.572967, -1.828678], [1.468085, 1.963671, 0.765719], [1.354322, 0.385782, 0.217256], [2.526670, 3.043757, -0.764126], [2.843590, 2.143406, -2.063415], [1.311960, 0.866165, -3.038070], [0.356667, 0.010604, -2.048829], [-1.657784, 5.733300, 2.330606], [-1.053576, 6.347768, 0.808793], [-2.546611, 5.300923, 0.881934], [1.316247, 5.041823, 0.605111], [-3.963933, -4.581164, -2.756399], [-2.901933, -5.067389, -3.758835], [-1.750337, -5.917024, -3.214052], [-1.033750, -5.262188, -2.277367], [-0.908121, -6.222874, -4.225879], [-2.422744, -4.004015, -4.443109], [-3.556735, -5.847130, -4.659860], [-3.839015, -3.260133, -2.230718], [-3.029726, -3.003767, -1.150380], [-1.842303, -2.109511, -1.517596], [-1.114401, -2.635601, -2.518648], [-1.017409, -1.967827, -0.445560], [-2.648952, -4.138340, -0.546753], [-3.784314, -2.319491, -0.250433], [-4.891541, -4.541633, -3.325153], [-4.141553, -5.309852, -1.965800], [-2.127264, -6.850191, -2.786077], [-2.179219, -1.114735, -1.829766], [5.185284, -2.519475, 2.196266], [6.708088, -2.318319, 2.299132], [7.208153, -1.089115, 3.063269], [6.765109, 0.064314, 2.519628], [8.558012, -1.060503, 3.025104], [7.241900, -2.354010, 1.059603], [7.192399, -3.401513, 2.964096], [4.525312, -2.078340, 1.010950], [4.134395, -0.773662, 0.860643], [4.897139, -0.059241, -0.258284], [6.221269, -0.118686, -0.063067], [4.539061, 1.252632, -0.279597], [4.198630, -0.113527, 2.032650], [2.818855, -0.800498, 0.510651], [5.043237, -3.598764, 2.178149], [4.668807, -2.175920, 3.092446], [6.894925, -1.131606, 4.110413], [4.664799, -0.511690, -1.224624]], "forces_ev_per_angstrom": [[-0.298, -0.093, 0.384], [0.974, 0.543, -0.097], [-0.748, -0.340, -0.008], [0.034, 0.048, 0.407], [-0.698, 0.381, -0.180], [-0.055, -1.581, 0.548], [0.242, 0.163, 0.194], [0.135, 0.106, 0.168], [-0.556, -0.332, 0.379], [0.046, 0.773, 0.021], [0.993, 0.226, -1.340], [0.357, 0.049, 0.536], [0.481, -0.616, -0.736], [-0.777, 0.245, 0.092], [-0.164, 0.075, 0.099], [-0.239, 0.143, 0.013], [-0.946, -0.213, -0.751], [0.764, 0.803, 2.032], [0.079, -0.497, 0.169], [-0.724, -0.330, -0.612], [-0.138, -0.033, -0.230], [0.349, -0.169, -0.061], [0.006, 0.168, -0.170], [0.227, 0.711, -0.178], [0.066, 0.293, -0.471], [0.063, 0.026, -0.178], [-0.208, 0.143, 0.013], [0.052, -0.031, 0.373], [0.200, -0.163, -0.011], [0.078, 0.506, -0.090], [0.037, 0.216, -0.129], [-0.029, -0.128, 0.095], [0.015, -0.006, 0.016], [0.100, -0.109, 0.102], [-0.077, -0.016, -0.046], [-0.081, -0.175, -0.313], [0.079, 0.251, -0.218], [0.079, -0.092, 0.004], [-0.678, -0.162, 0.132], [-0.032, 0.723, -0.058], [0.254, -0.456, -0.127], [-0.120, 0.103, 0.006], [-0.130, 0.067, -0.053], [0.126, -0.053, 0.056], [-0.022, -0.241, 0.166], [0.722, 0.058, -0.140], [-0.677, -0.753, -0.116], [0.306, 0.347, -0.102], [-0.062, -0.047, 0.020], [-0.169, 0.022, 0.099], [0.212, 0.161, 0.089], [0.135, 0.259, 0.002], [0.077, 0.079, -0.102], [0.283, -0.018, 0.055], [-0.075, 0.049, 0.013], [-0.086, -0.769, 0.148], [-0.471, -0.451, 0.280], [-0.153, -0.053, -0.741], [0.376, 0.105, 0.369], [-0.110, -0.089, -0.067], [-0.055, -0.131, -0.052], [0.049, 0.140, 0.048], [-0.087, 0.087, 0.288], [0.537, 0.487, -0.185], [-0.076, -0.820, 0.813], [0.151, 0.089, -0.449], [-0.048, -0.005, 0.111], [-0.149, -0.028, 0.082], [-0.017, 0.307, -0.190], [0.239, -0.124, -0.119], [0.106, -0.003, -0.113], [0.135, 0.247, -0.010], [-0.068, -0.050, -0.033], [-0.139, -0.022, 0.055]], "fmax_ha_per_bohr": 0.045, "charge": 1, "multiplicity": 1, "e_tot_ev": -101115.5327}

---

Record 3
{"formula": "C3H5N2O2", "method": "ωB97M-V with the def2-TZVPD basis set", "elements": ["O", "C", "N", "C", "N", "C", "O", "H", "H", "H", "H", "H"], "xyz": [[1.497732, -1.409872, 0.240899], [1.979163, -0.531512, -0.445668], [1.585707, 0.794704, -0.137801], [0.513546, 1.323296, 0.271725], [-0.852920, 0.815411, 0.150791], [-1.198238, -0.416459, 0.201261], [-2.351855, -0.800004, -0.197625], [2.964137, -0.542851, -0.935804], [0.780439, 2.295295, 0.683237], [-1.640669, 1.439909, -0.297694], [-0.483383, -1.228830, 0.472811], [-2.793654, -1.739092, -0.006136]], "forces_ev_per_angstrom": [[0.471, -0.338, -1.223], [-0.158, 0.604, 2.394], [-0.694, -0.310, -0.121], [1.832, -0.176, -0.850], [-1.501, 2.653, -1.606], [0.861, -3.886, 0.395], [-2.638, -1.073, 0.039], [-0.564, -0.442, -0.629], [-1.663, 0.250, 0.275], [2.054, -0.971, 1.357], [-0.157, 1.089, 0.279], [2.157, 2.602, -0.310]], "fmax_ha_per_bohr": 0.078, "smiles": "O=C/N=C\\[NH+]=C\\O", "charge": 1, "multiplicity": 1, "e_tot_ev": -10257.9187, "e_above_lowest_kcal_mol": 40.5}

---

Record 4
{"formula": "C24H49ClN3O5", "method": "ωB97M-V with the def2-TZVPD basis set", "elements": ["C", "C", "C", "C", "C", "C", "C", "C", "C", "C", "C", "C", "C", "N", "C", "C", "C", "Cl", "C", "N", "N", "C", "C", "O", "C", "C", "O", "H", "H", "H", "H", "H", "H", "H", "H", "H", "H", "H", "H", "H", "H", "H", "H", "H", "H", "H", "H", "H", "H", "H", "H", "H", "H", "H", "H", "H", "H", "H", "H", "H", "H", "H", "H", "H", "H", "H", "H", "H", "H", "H", "C", "O", "C", "O", "O", "C", "H", "H", "H", "H", "H", "H"], "xyz": [[6.466571, -1.334668, 0.104107], [6.626725, -0.494720, -1.294364], [5.371291, 0.492374, -1.663316], [4.722856, 1.301168, -0.393427], [3.759291, 2.545572, -0.958226], [2.518798, 2.031920, -1.899170], [1.323658, 3.149542, -2.122773], [0.357698, 3.326187, -0.778171], [-0.742333, 2.073945, -0.640820], [-0.974273, 1.866813, 0.973608], [-1.838200, 0.532639, 1.378961], [-1.333145, -0.856963, 0.644006], [-2.515202, -1.521055, -0.286884], [-2.116725, -1.778365, -1.725176], [-3.429148, -1.789522, -2.532635], [-3.700330, -0.363417, -3.329662], [-4.137984, 0.879748, -2.354112], [-2.086754, 0.017025, -4.231143], [-1.584524, -3.225197, -1.753941], [-2.551397, -4.422558, -1.643765], [-0.215179, -3.493012, -1.869951], [0.853063, -2.431927, -2.018083], [2.208013, -2.723267, -1.083278], [2.292823, -4.120286, -0.629980], [2.621890, -4.227882, 0.799980], [1.826981, -3.517766, 2.045745], [3.662660, -5.034207, 1.119476], [7.570657, -1.654013, 0.426732], [5.903592, -2.360502, -0.097293], [6.034825, -0.727310, 1.006293], [7.691408, 0.040822, -1.332168], [6.674278, -1.309294, -2.165801], [5.806672, 1.324244, -2.399906], [4.503163, -0.032451, -2.276197], [5.501346, 1.706910, 0.387165], [4.005959, 0.544094, 0.163276], [4.490443, 3.198012, -1.638653], [3.390276, 3.258608, -0.105624], [2.982832, 1.810156, -2.976281], [2.036945, 1.037391, -1.505852], [1.862811, 4.188389, -2.291551], [0.677871, 2.939776, -3.104531], [1.097718, 3.209946, 0.148199], [-0.195182, 4.367279, -0.788902], [-0.268330, 1.148745, -1.181170], [-1.700022, 2.397933, -1.230186], [-1.550657, 2.827798, 1.385042], [0.061881, 1.841386, 1.547126], [-3.001835, 0.686347, 1.229394], [-1.661633, 0.367997, 2.547673], [-1.068845, -1.655578, 1.490252], [-0.330504, -0.639178, 0.081255], [-2.816127, -2.548474, 0.207151], [-3.467743, -0.840615, -0.262535], [-3.409919, -2.624956, -3.384464], [-4.365978, -2.020938, -1.870465], [-4.557342, -0.474710, -4.139733], [-5.184696, 0.689819, -1.846500], [-3.345942, 0.963512, -1.494784], [-4.152867, 1.914532, -2.926930], [-2.773908, -4.758261, -2.617862], [-2.098087, -5.166773, -1.067903], [0.027949, -4.527111, -1.861749], [1.182892, -2.455000, -3.165201], [0.484493, -1.333191, -1.818880], [2.250967, -1.928096, -0.210888], [3.124646, -2.453406, -1.798870], [0.904843, -4.179896, 2.383021], [1.513793, -2.405232, 1.852671], [2.596588, -3.483259, 2.957663], [-4.001463, 4.867273, 4.301341], [-4.504674, 3.998638, 5.314570], [-4.481881, 2.682808, 4.983708], [-4.079860, 2.215206, 3.929752], [-4.984034, 1.977504, 6.028493], [-5.021379, 0.566921, 5.820521], [-4.066975, 5.893574, 4.672943], [-2.950841, 4.644514, 4.088779], [-4.606471, 4.791071, 3.392092], [-4.011540, 0.172224, 5.668582], [-5.667114, 0.318792, 4.971977], [-5.440125, 0.103900, 6.718201]], "forces_ev_per_angstrom": [[1.340, -0.617, -0.212], [-0.120, -0.980, -0.595], [0.645, 1.325, -0.260], [-1.373, -0.171, -0.344], [0.897, 0.069, -0.464], [0.044, 0.269, -0.983], [0.189, 0.801, 0.345], [0.569, -1.122, -0.441], [1.076, 1.309, 0.299], [-0.665, 0.078, -0.172], [0.322, -0.143, 1.055], [-0.046, -0.174, 0.767], [0.226, -0.101, 2.109], [-0.846, -3.476, -0.251], [-1.264, -0.146, -1.827], [-0.666, 0.168, 0.590], [0.706, -0.006, 0.349], [-1.632, -0.184, 0.741], [1.613, -0.602, -0.357], [2.544, 2.059, -0.672], [-4.339, 1.174, 0.821], [1.673, 0.577, -0.962], [0.093, 1.556, -0.881], [0.150, 1.873, 2.595], [5.675, -4.325, 1.993], [0.526, 0.154, 0.273], [-7.172, 5.311, -2.475], [-2.440, 0.623, -0.624], [0.883, 2.327, 0.642], [0.603, -1.184, -1.892], [-2.599, -0.827, 0.230], [0.015, 1.766, 1.847], [-0.965, -1.772, 1.451], [1.847, 0.824, 1.439], [-1.387, -0.817, -1.737], [1.442, 1.479, -0.835], [-1.715, -1.245, 1.390], [0.647, -1.557, -1.448], [-1.090, 0.296, 2.342], [0.974, 1.709, -0.538], [-1.077, -2.070, 0.235], [1.402, 0.262, 2.230], [-1.692, 0.634, -1.883], [1.236, -2.152, 0.158], [-0.991, 1.560, 1.126], [1.659, -0.798, 1.301], [1.239, -2.145, -0.860], [-2.049, -0.063, -1.382], [2.431, -0.253, 0.224], [-0.621, 0.467, -2.531], [-0.566, 1.750, -1.824], [-2.029, -0.480, 0.762], [0.293, 2.009, -0.863], [1.994, -1.288, -0.228], [0.178, 1.867, 1.843], [1.829, 0.384, -1.080], [2.075, -0.121, 1.625], [2.026, 0.231, -1.227], [-1.488, -0.029, -1.662], [-0.015, -2.355, 1.059], [0.252, 0.371, 1.443], [-0.438, 0.668, -0.924], [-0.025, 1.876, -0.029], [-0.765, -0.109, 2.533], [0.233, -2.549, -0.292], [-0.241, -1.880, -1.595], [-1.890, -0.887, 1.687], [1.917, 1.408, -0.963], [0.373, -2.276, 0.125], [-1.664, -0.306, -2.268], [0.172, 0.384, -0.352], [-0.041, -1.227, -0.149], [0.034, 0.026, -0.094], [-0.481, 0.553, 1.305], [0.414, 0.706, -0.822], [-0.048, -0.499, -0.017], [-0.102, -0.343, 0.174], [-0.232, -0.066, -0.064], [0.201, -0.104, 0.119], [-0.190, 0.101, -0.124], [0.238, 0.063, 0.057], [0.067, 0.382, -0.078]], "fmax_ha_per_bohr": 0.180, "charge": 1, "multiplicity": 1, "e_tot_ev": -52895.8037}